Record 1
ORCA calculation (ωB97M-V/def2-TZVPD) on a cluster of 2 separate species, C3H2ClF3 in total.

```
9
Properties=species:S:1:pos:R:3:forces:R:3
C -0.947 1.805 -0.919 -0.5119 -0.7722 -3.4972
C -0.749 1.937 0.245 -0.4172 0.1671 0.2950
C 0.756 -1.342 0.207 -2.9910 -0.7195 0.4201
F -0.698 2.138 1.501 0.2983 -0.0102 0.2584
F 0.027 -1.406 1.400 0.6224 0.9480 -0.9232
F 1.942 -0.844 0.515 -0.2949 -0.0273 -0.7120
Cl 0.734 -3.028 -0.300 0.9059 -0.4526 -0.3850
H 0.087 -0.864 -0.606 1.7586 0.2657 1.6027
H -1.152 1.604 -2.044 0.6299 0.6011 2.9412
```
Positions in Å, forces in eV/Å.

Values from the calculation:
**Largest force on an atom**: 3.6 eV/A
**Gap between HOMO and LUMO**: 11.6 eV
**SMILES**: FC(F)Cl.C#CF
**E_HOMO**: -0.40195 Eh

Atomic partial charges in e from the natural (NBO) method, atoms 1 to 5: number 1, C, carries -0.43; number 2, C, carries 0.41; number 3, C, carries 0.51; number 4, F, carries -0.25; number 5, F, carries -0.35

***

Record 2
ORCA calculation (ωB97M-V/def2-TZVPD) on a cluster of 2 separate species, C3H2ClF3N2O in total.

```
12
Properties=species:S:1:pos:R:3:forces:R:3
C 0.534 -2.340 -0.939 2.9220 -1.2371 -0.0366
C 0.163 -0.804 1.599 0.4824 1.7051 -0.4969
C 0.134 -1.670 2.759 -0.4473 0.2803 -0.0680
N -0.441 1.199 0.450 -0.8772 -0.1242 -1.3978
N -0.260 0.116 1.001 0.7973 -0.2435 1.2993
O -0.471 -1.819 -0.735 -2.7446 1.9924 0.3757
F -1.086 -1.728 3.294 -0.3633 -0.2566 0.4777
F 0.981 -1.271 3.723 -0.1364 -0.1870 -0.4363
F 0.462 -2.885 2.336 0.2807 -0.9197 0.4085
Cl 0.505 -3.811 -1.832 0.6118 -1.0772 -0.6563
H 1.567 -2.055 -0.576 -0.9325 -0.1348 -0.3813
H -0.985 1.037 -0.433 0.4072 0.2022 0.9122
```
Positions in Å, forces in eV/Å.

Values from the calculation:
**Largest force on an atom**: 3.4 eV/A
**Gap between HOMO and LUMO**: 10.0 eV
**E_HOMO**: -0.34643 Eh

Atomic partial charges in e from the natural (NBO) method, atoms 1 to 5: number 1, C, carries 0.38; number 2, C, carries 0.03; number 3, C, carries 0.94; number 4, N, carries -0.48; number 5, N, carries 0.07

***

Record 3
ORCA calculation (ωB97M-V/def2-TZVPD) on the molecule C3H2ClFO2.

```
9
Properties=species:S:1:pos:R:3:forces:R:3
C -0.555 -0.841 0.611 1.0955 -0.0873 -0.5400
C -1.499 -0.029 0.283 -0.4515 2.7088 -1.9795
C 1.034 0.316 -0.628 3.1620 0.3821 -1.8187
O 0.762 -0.788 0.185 -2.3221 -1.7833 1.2778
O 0.161 0.682 -1.450 -1.7133 -0.2285 1.4328
F -2.553 0.713 0.281 1.8756 -1.6299 0.1758
Cl 1.479 1.661 0.727 -0.0380 -0.1122 -0.3951
H -0.922 -1.715 1.134 0.5566 -0.1716 0.4008
H 2.093 0.001 -1.143 -2.1647 0.9219 1.4462
```
Positions in Å, forces in eV/Å.

Values from the calculation:
**Largest force on an atom**: 3.7 eV/A
**Gap between HOMO and LUMO (spin up / spin down)**: 7.5 / 7.5 eV
**E_HOMO (spin up / spin down)**: -0.35877 / -0.35878 Eh

Atomic partial charges in e from the natural (NBO) method, atoms 1 to 5: number 1, C, carries -0.04; number 2, C, carries 0.70; number 3, C, carries 0.45; number 4, O, carries -0.46; number 5, O, carries -0.62

***

Record 4
ORCA calculation (ωB97M-V/def2-TZVPD) on the molecule C3H2ClFS.

```
8
Properties=species:S:1:pos:R:3:forces:R:3
C -0.395 0.995 -1.376 1.7640 0.5830 -1.2858
C -0.051 0.204 -0.373 0.6992 -0.0485 0.7440
C -1.168 -0.297 0.379 -1.0526 -0.0336 0.3763
H -1.422 1.283 -1.543 0.1404 0.0998 -0.5116
H -2.133 0.036 -0.063 0.5346 -0.2897 0.3040
F 0.557 1.497 -2.215 -1.3889 -0.2190 0.8409
S -1.179 -1.186 1.717 0.1241 -0.0810 -0.0034
Cl 1.593 -0.073 0.135 -0.8209 -0.0111 -0.4645
```
Positions in Å, forces in eV/Å.

Values from the calculation:
**Largest force on an atom**: 2.3 eV/A
**Gap between HOMO and LUMO**: 8.2 eV
**SMILES**: F/C=C(\Cl)C=S
**E_HOMO**: -0.33384 Eh

Atomic partial charges in e from the natural (NBO) method, atoms 1 to 5: number 1, C, carries 0.29; number 2, C, carries -0.20; number 3, C, carries -0.33; number 4, H, carries 0.19; number 5, H, carries 0.20

***

Record 5
ORCA calculation (ωB97M-V/def2-TZVPD) on a cluster of 2 separate species, C3H2ClIO in total.

```
8
Properties=species:S:1:pos:R:3:forces:R:3
C -0.462 -0.395 0.331 4.6716 4.3610 1.1824
C 1.124 1.020 0.467 -4.6736 -3.9517 0.4282
C -0.624 -0.802 -0.956 -0.4568 -0.4850 -1.0045
O -0.086 -0.641 -2.005 0.2701 0.1511 -0.0629
Cl -2.156 -1.842 -0.872 -0.1094 -0.1577 -0.0894
I 1.484 1.963 2.203 0.0467 -0.1685 -0.5152
H -0.911 -0.566 1.278 -0.0826 -0.0055 0.3506
H 1.631 1.264 -0.447 0.3341 0.2562 -0.2892
```
Positions in Å, forces in eV/Å.

Values from the calculation:
**Largest force on an atom**: 6.5 eV/A
**Gap between HOMO and LUMO (spin up / spin down)**: 6.2 / 6.2 eV
**E_HOMO (spin up / spin down)**: -0.32285 / -0.32264 Eh

Atomic partial charges in e from the natural (NBO) method, atoms 1 to 5: number 1, C, carries -0.25; number 2, C, carries -0.27; number 3, C, carries 0.42; number 4, O, carries -0.54; number 5, Cl, carries -0.16

***

Record 6
ORCA calculation (ωB97M-V/def2-TZVPD) on a cluster of 2 separate species, C3H2ClIO in total.

```
8
Properties=species:S:1:pos:R:3:forces:R:3
C -0.076 0.194 0.247 2.3308 -1.0413 -2.1348
C -0.852 1.026 1.015 -0.6013 1.3678 -0.5194
C -0.727 1.237 2.346 0.0448 0.2928 0.3584
O -0.566 1.469 3.471 -0.2964 -0.3880 -1.0332
Cl -1.858 2.199 0.099 0.3141 -0.5941 0.9783
I -1.630 -2.089 -2.102 0.1898 0.3113 0.3818
H 0.735 -0.426 0.621 -0.6039 -0.1948 0.8402
H 0.268 0.411 -0.806 -1.3780 0.2462 1.1287
```
Positions in Å, forces in eV/Å.

Values from the calculation:
**Largest force on an atom**: 3.3 eV/A
**Gap between HOMO and LUMO (spin up / spin down)**: 8.7 / 5.0 eV
**E_HOMO (spin up / spin down)**: -0.35553 / -0.28931 Eh

Atomic partial charges in e from the natural (NBO) method, atoms 1 to 5: number 1, C, carries -0.38; number 2, C, carries -0.33; number 3, C, carries 0.74; number 4, O, carries -0.37; number 5, Cl, carries 0.03

***

Record 7
ORCA calculation (ωB97M-V/def2-TZVPD) on the molecule C3H2ClN.

```
7
Properties=species:S:1:pos:R:3:forces:R:3
C 1.357 0.428 -0.091 2.3316 0.9857 -1.8645
C -1.048 -0.146 -0.329 -0.1154 0.5494 -2.4040
C 0.140 -0.107 0.254 -2.4274 -1.7019 3.5801
N 2.357 0.878 -0.459 -0.7267 -0.3158 0.4683
Cl 0.284 -0.772 1.997 -0.2744 0.6746 -1.5037
H -2.054 -0.411 0.064 1.3584 -0.1006 0.0955
H -1.035 0.129 -1.437 -0.1460 -0.0914 1.6283
```
Positions in Å, forces in eV/Å.

Values from the calculation:
**Largest force on an atom**: 4.6 eV/A
**Gap between HOMO and LUMO**: 10.3 eV
**SMILES**: C=C(Cl)C#N
**E_HOMO**: -0.39077 Eh

Atomic partial charges in e from the natural (NBO) method, atoms 1 to 5: number 1, C, carries 0.20; number 2, C, carries -0.32; number 3, C, carries -0.09; number 4, N, carries -0.23; number 5, Cl, carries -0.05

***

Record 8
ORCA calculation (ωB97M-V/def2-TZVPD) on a structure of composition C3H2ClN2O2.

```
10
Properties=species:S:1:pos:R:3:forces:R:3
C 0.422 0.668 -0.322 -0.4123 1.3757 1.6394
C 0.967 -0.422 -0.971 2.7257 -2.4490 -2.5087
C -1.188 -2.572 0.589 -2.6805 0.0182 5.4820
N 0.721 1.222 0.752 0.5994 -1.8084 0.8620
N 1.359 -1.016 -1.889 -0.1580 -0.1228 1.0886
O -1.591 -2.912 1.663 1.4429 -0.4901 -2.5147
O -0.975 -1.958 -0.336 0.7864 0.1863 -2.7764
Cl 0.231 3.818 0.686 -0.4405 2.4665 -0.1343
H -0.227 0.980 -1.077 -1.9491 1.7796 -0.9019
H 0.282 2.192 0.906 0.0860 -0.9560 -0.2359
```
Positions in Å, forces in eV/Å.

Values from the calculation:
**Net charge**: -1
**Largest force on an atom**: 6.1 eV/A
**Gap between HOMO and LUMO**: 7.0 eV
**E_HOMO**: -0.16067 Eh

Atomic partial charges in e from the natural (NBO) method, atoms 1 to 5: number 1, C, carries -0.09; number 2, C, carries 0.26; number 3, C, carries 1.02; number 4, N, carries -0.51; number 5, N, carries -0.37

***

Record 9
ORCA calculation (ωB97M-V/def2-TZVPD) on the ion C3H2ClN2S2 with charge -1.

```
10
Properties=species:S:1:pos:R:3:forces:R:3
C -0.475 -0.766 -0.840 -0.8416 -0.9018 -3.3200
C 0.667 -1.259 -1.410 2.1925 0.4046 1.1985
C -0.761 -0.094 0.332 -1.0140 0.2089 1.6932
N 0.164 0.596 1.155 2.8766 0.1353 -1.6964
N 1.305 1.064 0.723 0.0400 0.8657 -0.0227
S 2.089 2.191 1.664 -0.9074 -1.5290 -0.6601
S -2.331 0.045 0.921 0.1531 0.0361 0.0769
Cl 0.681 -1.673 -3.177 -0.9309 0.1659 0.7564
H -1.370 -0.983 -1.460 0.0154 0.4579 0.6493
H 0.030 0.880 2.091 -1.5837 0.1564 1.3248
```
Positions in Å, forces in eV/Å.

Values from the calculation:
**Net charge**: -1
**Largest force on an atom**: 3.5 eV/A
**Gap between HOMO and LUMO**: 5.9 eV
**E_HOMO**: -0.13775 Eh

Atomic partial charges in e from the natural (NBO) method, atoms 1 to 5: number 1, C, carries -0.56; number 2, C, carries -0.10; number 3, C, carries 0.10; number 4, N, carries -0.35; number 5, N, carries -0.21

***

Record 10
ORCA calculation (ωB97M-V/def2-TZVPD) on the molecule C3H2ClN3S.

```
10
Properties=species:S:1:pos:R:3:forces:R:3
C -1.032 -0.275 0.090 -3.0508 -0.9516 0.3075
C 1.097 -0.291 -0.141 -1.2082 -1.4536 1.0355
C 1.038 1.020 -0.463 0.4852 3.1367 0.2091
H -1.914 -2.168 1.121 -1.6038 1.9256 -1.8323
H 1.992 -0.766 0.033 2.1929 -0.9001 -0.1286
N 0.034 -1.001 0.207 1.8527 0.1377 -0.5945
N -0.075 1.766 -0.367 0.6211 -2.2991 -0.1527
N -1.149 1.004 -0.112 0.0430 2.4975 -0.5934
S -2.600 -1.117 0.266 1.7054 -1.9109 1.9807
Cl 2.609 1.828 -0.632 -1.0376 -0.1821 -0.2314
```
Positions in Å, forces in eV/Å.

Values from the calculation:
**Largest force on an atom**: 3.2 eV/A
**Gap between HOMO and LUMO**: 8.7 eV
**SMILES**: Sc1ncc(Cl)nn1
**E_HOMO**: -0.35188 Eh

Atomic partial charges in e from the natural (NBO) method, atoms 1 to 5: number 1, C, carries 0.23; number 2, C, carries 0.03; number 3, C, carries 0.10; number 4, H, carries 0.17; number 5, H, carries 0.22

***

Record 11
ORCA calculation (ωB97M-V/def2-TZVPD) on the molecule C3H2ClNO.

```
8
Properties=species:S:1:pos:R:3:forces:R:3
C -0.857 -1.292 -0.395 2.0048 0.7552 1.8315
C 1.716 0.451 0.914 0.3777 0.7373 1.1043
C -0.518 0.207 -0.106 0.5541 -2.5128 -2.2045
N 0.534 0.430 0.851 -2.9990 -0.5371 -1.1264
O 2.797 0.642 1.275 1.5677 -0.2966 -0.3219
Cl -2.059 -1.461 -1.490 -1.0412 0.3017 -0.7634
H -0.136 0.371 -1.193 -0.7331 0.7062 1.5325
H -1.477 0.652 0.143 0.2689 0.8460 -0.0521
```
Positions in Å, forces in eV/Å.

Values from the calculation:
**Largest force on an atom**: 3.4 eV/A
**Gap between HOMO and LUMO**: 8.3 eV
**E_HOMO**: -0.33197 Eh

Atomic partial charges in e from the natural (NBO) method, atoms 1 to 5: number 1, C, carries -0.01; number 2, C, carries 0.86; number 3, C, carries -0.37; number 4, N, carries -0.54; number 5, O, carries -0.50

***

Record 12
ORCA calculation (ωB97M-V/def2-TZVPD) on the molecule C3H2ClNO.

```
8
Properties=species:S:1:pos:R:3:forces:R:3
C -0.690 -0.065 0.178 0.4475 -0.2864 -1.6207
C 0.330 -1.064 0.002 -2.3845 -4.6543 0.6986
C -0.034 1.058 0.000 4.0726 3.0399 0.7579
H 0.079 -2.207 -0.047 0.8621 2.4183 0.1688
H -0.212 2.206 -0.044 0.2046 -2.6184 0.1040
N 1.523 -0.592 -0.038 -0.6268 -1.6598 -0.1619
O 1.352 0.696 -0.017 -1.0149 4.6311 -0.2230
Cl -2.348 -0.033 -0.033 -1.5604 -0.8704 0.2764
```
Positions in Å, forces in eV/Å.

Values from the calculation:
**Largest force on an atom**: 5.3 eV/A
**Gap between HOMO and LUMO**: 10.9 eV
**SMILES**: Clc1cnoc1
**E_HOMO**: -0.37308 Eh

Atomic partial charges in e from the natural (NBO) method, atoms 1 to 5: number 1, C, carries -0.23; number 2, C, carries -0.05; number 3, C, carries 0.09; number 4, H, carries 0.22; number 5, H, carries 0.24